# 1
Here is a cluster of 2 separate species, C4H10O3 in total from the Open Molecules 2025 dataset. Energies are from wB97M-V/def2-TZVPD.

## Properties
Highest occupied orbital energy (spin up / spin down)   -13.5 / -13.5 eV
E_tot   -383.7246 hartree
⟨S²⟩   0.757
Energy relative to the best compared isomer or geometry (same formula, charge and spin)   1.6967 eV

Structure (ORCA input):
```
! wB97M-V def2-TZVPD RIJCOSX def2/J DEFGRID3
* xyz 1 2
C -0.31 0.82 -0.11
O -0.77 0.37 -1.36
C 0.40 -0.35 0.56
C 0.27 -0.41 2.08
C 1.30 0.47 2.80
O 1.14 1.37 3.52
H -1.08 1.24 0.47
H 0.42 1.62 -0.26
H -1.72 0.48 -1.44
H 1.45 -0.31 0.27
H 0.01 -1.29 0.17
H -0.73 -0.22 2.49
H 0.47 -1.42 2.45
H 2.33 0.13 2.50
H -1.25 -0.35 -5.35
H -1.12 -1.51 -4.23
O -0.82 -0.66 -4.55
*
```

Which charges does Mulliken predict for the atoms? In e, they are: -0.627 -0.469 -0.481 -0.415 0.170 -0.023 0.461 0.252 0.313 0.394 0.271 0.421 0.346 0.377 0.318 0.308 -0.616

---

# 2
Here is a structure of composition C2H3HgLiO from the Open Molecules 2025 dataset. Energies are from wB97M-V/def2-TZVPD.

## Properties
Highest occupied orbital energy (spin up / spin down)   -7.3 / -7.4 eV
E_tot   -313.9816 hartree
⟨S²⟩   2.010

Structure (ORCA input):
```
! wB97M-V def2-TZVPD RIJCOSX def2/J DEFGRID3
* xyz 0 3
O -1.41 -1.57 -0.38
C -0.31 -1.31 -0.97
Hg -0.51 2.27 -0.49
Li -1.14 0.65 1.70
H -0.47 -0.55 -1.80
C 0.84 0.30 0.62
H 1.28 -0.47 1.28
H 1.71 0.67 0.04
*
```

Which charges does Mulliken predict for the atoms? In e, they are: -0.382 0.144 0.049 0.809 0.170 -1.339 0.299 0.250

---

# 3
Here is the molecule C12H10O2S from the Open Molecules 2025 dataset. Energies are from wB97M-V/def2-TZVPD.

## Properties
Highest occupied orbital energy (spin up / spin down)   -8.4 / -8.6 eV
E_tot   -1011.7454 hartree
Energy relative to the best compared isomer or geometry (same formula, charge and spin)   2.6075 eV

Structure (ORCA input):
```
! wB97M-V def2-TZVPD RIJCOSX def2/J DEFGRID3
* xyz 0 1
C 3.31 0.76 0.31
C 2.86 2.07 -0.10
C 2.36 -0.15 0.64
C 1.53 2.31 -0.20
C 0.05 -0.89 0.63
C -0.76 1.63 0.13
C 1.00 0.08 0.53
C 0.58 1.40 0.14
C -1.24 -0.64 0.50
C -1.78 0.68 0.39
C -1.97 -2.07 0.30
C -1.53 -2.52 -1.18
O -3.22 -2.14 0.54
O -3.47 2.50 -0.77
S -3.42 1.66 0.48
H 4.36 0.61 0.49
H 3.76 2.59 -0.55
H 2.66 -1.13 0.93
H 1.18 3.24 -0.60
H 0.40 -1.85 0.89
H -1.05 2.63 -0.09
H -1.38 -2.91 0.80
H -2.33 -2.17 -1.74
H -1.41 -3.67 -1.06
H -0.48 -2.03 -1.39
*
```

Which charges does Mulliken predict for the atoms? In e, they are: -0.439 -0.656 -0.779 -0.593 -0.955 -0.463 0.811 0.274 1.027 -0.490 0.248 -0.930 -0.450 -0.429 0.306 0.389 0.283 0.426 0.388 0.372 0.451 0.242 0.388 0.281 0.297

---

# 4
Here is a cluster of 6 separate species, C20H53FNO6S in total from the Open Molecules 2025 dataset. Energies are from wB97M-V/def2-TZVPD.

## Properties
Highest occupied orbital energy   -11.6 eV
E_tot   -1797.7394 hartree

Structure (ORCA input):
```
! wB97M-V def2-TZVPD RIJCOSX def2/J DEFGRID3
* xyz 1 1
C 6.06 -0.61 4.73
N 5.85 -1.95 4.15
C 4.63 -2.58 4.61
S 3.13 -2.03 3.63
O 3.28 -0.42 3.25
C 1.62 -2.19 4.70
C 0.62 -1.05 4.26
C -0.82 -1.24 4.83
F 0.49 -1.03 2.86
H 5.68 -0.51 5.78
H 5.57 0.19 4.11
H 7.16 -0.36 4.69
H 6.67 -2.54 4.30
H 4.72 -3.68 4.37
H 4.46 -2.52 5.72
H 3.41 -0.34 2.29
H 1.86 -2.13 5.79
H 1.14 -3.20 4.55
H 1.08 -0.09 4.62
H -1.45 -0.35 4.54
H -0.86 -1.37 5.94
H -1.29 -2.11 4.30
C 2.39 -7.72 1.98
C 2.31 -6.39 2.71
C 1.75 -5.29 1.82
O 3.62 -6.01 3.15
H 3.04 -7.64 1.11
H 2.81 -8.49 2.63
H 1.40 -8.04 1.65
H 1.69 -6.49 3.60
H 2.38 -5.14 0.94
H 1.71 -4.35 2.36
H 0.74 -5.54 1.48
H 4.18 -5.91 2.37
C -0.47 -0.54 -1.03
C -1.35 -1.72 -0.65
C -2.72 -1.26 -0.17
O -0.72 -2.47 0.38
H -0.30 0.11 -0.17
H 0.51 -0.89 -1.37
H -0.93 0.05 -1.84
H -1.47 -2.38 -1.51
H -2.63 -0.63 0.72
H -3.34 -2.11 0.11
H -3.24 -0.69 -0.95
H -0.61 -1.90 1.14
C 1.58 2.81 0.50
C 0.41 3.59 -0.07
C 0.82 4.41 -1.28
O -0.13 4.45 0.93
H 2.37 3.49 0.84
H 1.27 2.23 1.38
H 2.01 2.13 -0.24
H -0.38 2.89 -0.36
H 1.59 5.14 -1.01
H -0.03 4.96 -1.68
H 1.22 3.77 -2.07
H 0.56 5.07 1.19
C -1.63 3.26 -3.58
C -0.62 3.20 -4.72
C -0.98 4.19 -5.82
O -0.58 1.89 -5.26
H -2.63 2.99 -3.94
H -1.37 2.53 -2.80
H -1.68 4.25 -3.13
H 0.37 3.43 -4.33
H -1.96 3.96 -6.25
H -0.25 4.14 -6.63
H -1.00 5.22 -5.44
H -1.46 1.68 -5.60
C -6.78 3.79 -5.70
C -5.97 2.64 -5.14
C -5.57 2.89 -3.69
O -4.80 2.45 -5.93
H -6.20 4.72 -5.69
H -7.05 3.60 -6.74
H -7.70 3.95 -5.12
H -6.56 1.72 -5.20
H -4.94 3.79 -3.62
H -4.98 2.06 -3.31
H -6.44 3.02 -3.06
H -4.28 3.26 -5.89
*
```

Which charges does Mulliken predict for the atoms? In e, they are: -0.741 -0.335 -0.612 0.438 -0.421 -0.722 0.345 -1.376 -0.229 0.274 0.193 0.354 0.306 0.423 0.406 0.363 0.547 0.379 0.296 0.366 0.368 0.357 -1.384 0.391 -1.025 -0.532 0.356 0.346 0.374 0.279 0.350 0.052 0.431 0.361 -0.901 0.294 -1.210 -0.458 0.104 0.325 0.291 0.342 0.290 0.323 0.341 0.274 -1.290 0.594 -1.181 -0.572 0.473 0.252 0.334 0.094 0.465 0.291 0.192 0.357 -0.289 0.542 -1.212 -0.582 0.009 -0.173 0.285 0.176 0.178 0.349 0.359 0.358 -1.296 0.405 -1.109 -0.538 0.320 0.317 0.388 0.325 0.251 0.210 0.441 0.290

---

# 5
Here is a cluster of 2 separate species, C5H13NO in total from the Open Molecules 2025 dataset. Energies are from wB97M-V/def2-TZVPD.

## Properties
Structure (SMILES)   CCC(N)=O.CC
Highest occupied orbital energy   -9.9 eV
E_tot   -328.3002 hartree
Energy relative to the best compared isomer or geometry (same formula, charge and spin)   0.5066 eV

Structure (ORCA input):
```
! wB97M-V def2-TZVPD RIJCOSX def2/J DEFGRID3
* xyz 0 1
C -0.55 1.12 1.40
C -0.57 -0.31 2.01
C 0.29 -1.17 1.15
N 1.58 -1.39 1.59
O -0.06 -1.64 0.08
H 0.44 1.53 1.22
H -1.01 1.89 2.03
H -0.99 1.04 0.41
H -0.19 -0.14 3.02
H -1.59 -0.67 2.13
H 2.19 -1.84 0.93
H 2.01 -1.18 2.47
C 0.14 0.84 -2.59
C -0.87 1.88 -3.15
H 0.22 -0.04 -3.21
H 1.17 1.20 -2.48
H -0.10 0.52 -1.58
H -1.71 1.42 -3.65
H -0.32 2.58 -3.76
H -1.06 2.49 -2.26
*
```

Which charges does Mulliken predict for the atoms? In e, they are: -1.067 -0.288 0.505 -0.400 -0.586 0.344 0.374 0.165 0.269 0.291 0.219 0.180 -0.486 -0.827 0.328 0.287 -0.125 0.287 0.286 0.242

---

# 6
Here is the molecule C6H10N3P from the Open Molecules 2025 dataset. Energies are from wB97M-V/def2-TZVPD.

## Properties
Structure (SMILES)   C=Pn1nc(C)c(CC)n1
Highest occupied orbital energy   -8.8 eV
E_tot   -740.1255 hartree
Energy relative to the best compared isomer or geometry (same formula, charge and spin)   2.3468 eV

Structure (ORCA input):
```
! wB97M-V def2-TZVPD RIJCOSX def2/J DEFGRID3
* xyz 0 1
C -3.19 -1.32 1.44
P -2.90 0.09 2.34
N -1.06 0.33 1.34
N -0.56 1.53 1.31
C 0.42 1.41 0.36
C 1.16 2.66 0.06
C 0.34 0.10 -0.19
C 1.24 -0.44 -1.32
C 1.13 -1.96 -1.24
N -0.59 -0.56 0.49
H -4.18 -1.80 1.44
H -2.53 -1.52 0.72
H 1.04 3.03 -0.94
H 0.99 3.38 0.94
H 2.17 2.50 0.11
H 1.01 -0.25 -2.28
H 2.31 -0.18 -0.99
H 2.02 -2.47 -1.57
H 0.23 -2.40 -1.85
H 0.95 -2.11 -0.17
*
```

Which charges does Mulliken predict for the atoms? In e, they are: -0.366 0.160 0.239 -0.653 0.412 -1.144 0.221 -0.250 -1.121 -0.481 0.270 0.276 0.267 0.306 0.366 0.316 0.259 0.378 0.212 0.333

---

# 7
Here is a structure of composition C4H8O from the Open Molecules 2025 dataset. Energies are from wB97M-V/def2-TZVPD.

## Properties
Highest occupied orbital energy   -9.2 eV
E_tot   -232.3370 hartree
Energy relative to the best compared isomer or geometry (same formula, charge and spin)   2.9553 eV

Structure (ORCA input):
```
! wB97M-V def2-TZVPD RIJCOSX def2/J DEFGRID3
* xyz 0 1
C 1.40 0.85 -0.91
C -0.74 -0.30 -0.19
C -1.45 -0.29 1.16
C 0.70 -0.18 -0.08
O 1.22 -0.76 0.89
H 1.35 1.75 -0.30
H 2.44 0.58 -1.03
H 0.97 1.12 -1.87
H -1.35 -0.21 -1.08
H -1.61 -1.27 1.59
H -2.44 0.19 1.06
H -0.85 0.28 1.89
H 0.14 -1.15 -0.85
*
```

Which charges does Mulliken predict for the atoms? In e, they are: -1.019 -0.292 -0.991 0.639 -0.635 0.267 0.313 0.338 0.454 0.247 0.311 0.312 0.055

---

# 8
Here is a structure of composition C10H27BBr8ClO2P2 from the Open Molecules 2025 dataset. Energies are from wB97M-V/def2-TZVPD.

## Properties
Highest occupied orbital energy   -2.9 eV
E_tot   -22307.5552 hartree

Structure (ORCA input):
```
! wB97M-V def2-TZVPD RIJCOSX def2/J DEFGRID3
* xyz -1 1
C -3.97 3.58 -0.26
B -2.73 3.09 0.60
O -2.13 3.96 1.50
P -2.02 1.26 0.32
C -0.50 2.05 -0.61
P -1.27 -0.90 -0.12
O -1.05 -0.79 -1.76
Cl -2.90 -2.21 0.08
H -4.52 4.39 0.24
H -3.63 3.93 -1.24
H -4.60 2.72 -0.45
H -1.86 4.76 1.01
H -2.86 1.18 -0.94
H -3.16 0.69 1.10
H -1.23 1.30 1.57
H 0.22 1.36 -1.06
H -0.89 2.77 -1.34
H 0.03 2.62 0.16
H -1.69 -0.11 -2.08
Br -0.91 6.65 -0.04
C 0.77 5.81 -0.55
C 1.24 6.28 -1.89
Br 0.24 5.48 -3.35
H 0.60 4.73 -0.51
H 1.48 6.09 0.23
H 2.28 5.98 -2.05
H 1.16 7.36 -2.01
Br 0.27 -2.79 -1.85
C 1.95 -3.72 -2.26
C 2.46 -3.37 -3.62
Br 1.46 -4.28 -5.03
H 1.77 -4.79 -2.14
H 2.65 -3.39 -1.49
H 3.49 -3.70 -3.75
H 2.39 -2.30 -3.83
Br 1.37 -1.08 4.56
C 0.28 0.53 4.40
C -1.15 0.28 4.80
Br -2.12 -0.67 3.43
H 0.35 0.86 3.37
H 0.74 1.25 5.06
H -1.67 1.23 4.92
H -1.24 -0.30 5.72
Br 3.27 -7.22 -1.99
C 2.42 -7.79 -0.33
C 2.51 -6.73 0.73
Br 4.29 -6.64 1.51
H 2.90 -8.72 -0.05
H 1.38 -7.98 -0.59
H 1.85 -6.97 1.56
H 2.28 -5.74 0.36
*
```

Which charges does Mulliken predict for the atoms? In e, they are: -1.007 1.057 -0.831 0.406 -1.275 0.230 -0.480 -0.342 0.248 0.347 0.255 0.102 -0.192 -0.062 -0.615 0.505 0.216 0.157 0.269 -0.135 -0.294 -0.590 -0.144 0.093 0.380 0.347 0.381 0.040 -0.520 -0.586 -0.186 0.082 0.374 0.382 0.411 -0.167 -0.435 -0.622 -0.061 0.181 0.358 0.319 0.395 -0.128 -0.610 -0.435 -0.130 0.402 0.348 0.345 0.219

---

# 9
Here is the molecule C2H5BrN2O2 from the Open Molecules 2025 dataset. Energies are from wB97M-V/def2-TZVPD.

## Properties
Structure (SMILES)   CN(CBr)[N+](=O)[O-]
Highest occupied orbital energy   -10.1 eV
E_tot   -2913.0593 hartree
Energy relative to the best compared isomer or geometry (same formula, charge and spin)   5.3332 eV

Structure (ORCA input):
```
! wB97M-V def2-TZVPD RIJCOSX def2/J DEFGRID3
* xyz 0 1
C -0.69 0.80 -0.86
N -0.10 -0.14 0.01
C 1.09 0.10 0.97
Br 2.62 0.82 -0.03
N -0.74 -1.35 0.12
O -1.69 -1.42 -0.64
O -0.30 -2.20 0.85
H -0.41 1.80 -0.45
H -0.04 0.94 -1.88
H -1.74 0.53 -1.12
H 1.20 -0.88 1.43
H 0.80 1.00 1.61
*
```

Which charges does Mulliken predict for the atoms? In e, they are: -0.816 -0.050 -0.445 -0.122 1.223 -0.686 -0.697 0.303 0.262 0.323 0.390 0.315

---

# 10
Here is a structure of composition C14H32F6NO16RbS6 from the Open Molecules 2025 dataset. Energies are from wB97M-V/def2-TZVPD.

## Properties
Highest occupied orbital energy   -9.4 eV
E_tot   -4823.6501 hartree

Structure (ORCA input):
```
! wB97M-V def2-TZVPD RIJCOSX def2/J DEFGRID3
* xyz 0 1
Rb -0.04 -0.50 -0.22
C -3.82 -1.99 1.49
F -4.73 -2.97 1.44
F -3.80 -1.38 0.30
F -4.17 -1.11 2.42
S -2.18 -2.76 1.83
O -2.35 -3.64 2.93
O -1.75 -3.30 0.58
N -1.29 -1.40 2.10
S -1.07 -1.15 3.65
O -2.16 -0.59 4.39
O -0.36 -2.21 4.30
C 0.15 0.29 3.62
F -0.42 1.42 4.01
F 1.14 0.02 4.46
F 0.70 0.54 2.40
O 1.28 3.54 1.65
S 0.23 3.32 0.73
O 0.21 2.18 -0.14
O -1.13 3.36 1.54
C -2.32 2.90 0.86
C -3.33 2.56 1.93
C 0.06 4.76 -0.29
H -2.13 2.03 0.23
H -2.70 3.67 0.18
H -3.64 3.43 2.50
H -2.95 1.79 2.61
H -4.20 2.08 1.47
H -0.49 4.52 -1.20
H 1.06 5.09 -0.57
H -0.36 5.53 0.35
O 2.88 0.02 -0.11
S 4.05 -0.36 0.61
O 4.29 -1.74 0.90
O 5.31 0.13 -0.20
C 5.28 1.48 -0.72
C 5.72 1.46 -2.16
C 4.16 0.55 2.10
H 5.94 2.07 -0.09
H 4.29 1.93 -0.65
H 5.65 2.45 -2.60
H 5.03 0.81 -2.71
H 6.72 1.05 -2.27
H 4.26 1.61 1.86
H 4.97 0.17 2.72
H 3.19 0.45 2.60
O 1.76 -4.11 -3.12
S 2.19 -3.85 -1.80
O 1.65 -2.75 -1.05
O 1.91 -5.14 -0.97
C 2.32 -5.14 0.43
C 1.28 -5.92 1.20
C 3.96 -3.75 -1.76
H 2.37 -4.11 0.78
H 3.28 -5.64 0.48
H 0.32 -5.42 1.26
H 1.62 -6.08 2.23
H 1.20 -6.94 0.82
H 4.22 -3.20 -0.85
H 4.30 -3.18 -2.62
H 4.35 -4.76 -1.74
O -2.09 2.96 -2.60
S -2.50 1.61 -2.83
O -1.72 0.53 -2.36
O -3.90 1.43 -2.15
C -5.03 2.13 -2.70
C -6.07 2.25 -1.62
C -2.83 1.40 -4.56
H -5.41 1.55 -3.55
H -4.74 3.13 -3.02
H -6.93 2.77 -2.04
H -5.68 2.81 -0.77
H -6.34 1.25 -1.27
H -3.59 0.62 -4.65
H -1.89 1.11 -5.02
H -3.19 2.34 -4.97
*
```

Which charges does Mulliken predict for the atoms? In e, they are: 0.961 0.605 -0.227 -0.239 -0.202 0.855 -0.614 -0.638 -0.084 1.034 -0.658 -0.659 0.522 -0.248 -0.253 -0.187 -0.633 1.019 -0.473 -0.315 0.514 -1.261 -1.103 -0.177 0.287 0.371 0.188 0.318 0.196 0.441 0.395 -0.337 1.131 -0.726 -0.316 -0.064 -1.292 -0.614 0.335 0.224 0.375 0.291 0.335 0.311 0.376 -0.020 -0.704 1.122 -0.058 -0.367 0.096 -1.315 -0.814 0.229 0.249 0.218 0.404 0.339 0.074 0.368 0.426 -0.577 1.184 -0.580 -0.029 -0.358 -1.300 -1.294 0.334 0.410 0.395 0.255 0.329 0.380 0.437 0.400

---

# 11
Here is a cluster of 2 separate species, C4H11N2 in total from the Open Molecules 2025 dataset. Energies are from wB97M-V/def2-TZVPD.

## Properties
Highest occupied orbital energy   -14.4 eV
E_tot   -268.2283 hartree
Energy relative to the best compared isomer or geometry (same formula, charge and spin)   2.0829 eV

Structure (ORCA input):
```
! wB97M-V def2-TZVPD RIJCOSX def2/J DEFGRID3
* xyz 1 1
C 2.89 0.00 0.00
C 0.68 -1.06 0.04
C 1.51 0.07 -0.04
C 0.93 1.43 0.03
N -0.60 -1.23 -0.03
N -3.05 0.07 -0.06
H 3.39 -0.91 0.18
H 3.51 1.00 -0.14
H 1.29 -1.92 -0.17
H 1.06 1.98 -0.91
H 1.35 1.96 0.98
H -0.10 1.36 0.34
H -1.28 -0.48 -0.07
H -1.02 -2.11 -0.08
H -3.69 0.25 -0.84
H -3.55 0.49 0.67
H -3.33 -0.92 0.11
*
```

Which charges does Mulliken predict for the atoms? In e, they are: -0.871 0.107 0.723 -1.173 -0.200 -0.881 0.333 0.274 0.343 0.324 0.328 0.306 0.361 0.264 0.255 0.241 0.265

---

# 12
Here is a structure of composition C5H9F2N from the Open Molecules 2025 dataset. Energies are from wB97M-V/def2-TZVPD.

## Properties
Highest occupied orbital energy   -8.5 eV
E_tot   -450.1395 hartree
Energy relative to the best compared isomer or geometry (same formula, charge and spin)   6.4607 eV

Structure (ORCA input):
```
! wB97M-V def2-TZVPD RIJCOSX def2/J DEFGRID3
* xyz 0 1
C 0.64 -1.60 -1.02
C 0.96 -0.15 -0.56
C -0.02 0.32 0.30
C -1.44 0.43 -0.24
C -0.78 1.53 0.13
H 0.32 -2.52 -0.25
H 1.68 -2.19 -1.46
H -0.21 -1.48 -1.84
H 0.71 0.55 -1.35
H 1.45 -0.58 1.63
H -0.01 0.98 2.67
H -2.21 0.26 0.50
H -1.85 0.16 -1.18
H -0.31 2.27 -0.36
N 0.16 -0.03 1.77
F 2.24 0.01 -0.08
F -1.32 2.05 1.34
*
```

Which charges does Mulliken predict for the atoms? In e, they are: -0.868 0.006 0.730 -0.833 -0.248 0.224 0.310 0.242 0.278 0.303 0.288 0.291 0.323 0.443 -0.784 -0.360 -0.346